{"formula": "C7H18N2P", "method": "wB97M-V/def2-TZVPD", "total_charge": 1, "smiles": "CCN[PH3][N@H+]1CC=C(C)C1", "relative_energy_ev": 1.5597, "homo_lumo_gap_ev": 10.04, "homo_ha": -0.474, "fmax_ev_per_a": 4.48, "spin_multiplicity": 1, "elements": ["C", "C", "N", "P", "N", "C", "C", "C", "C", "C", "H", "H", "H", "H", "H", "H", "H", "H", "H", "H", "H", "H", "H", "H", "H", "H", "H", "H"], "positions_angstrom": [[3.341637, -0.969532, -0.901050], [2.946956, -0.908276, 0.600122], [1.594047, -0.349508, 0.745873], [1.291236, 1.288489, 0.570318], [-0.660864, 1.180772, -0.222674], [-0.896681, 0.307878, -1.408244], [-2.005636, -0.684261, -1.074382], [-2.488714, -0.360362, 0.126719], [-3.664973, -0.794729, 0.814480], [-1.689129, 0.771197, 0.770074], [2.423332, -1.054093, -1.539497], [3.886423, -0.039531, -1.165003], [3.989983, -1.711535, -1.182905], [2.948688, -1.728397, 1.373171], [3.640298, -0.146071, 1.031576], [0.762832, -0.903178, 0.938203], [0.554476, 1.987641, 1.537972], [1.359031, 1.478887, -0.928412], [2.648289, 1.786198, 0.904480], [-0.973951, 2.156637, -0.498098], [0.102977, -0.228697, -1.491344], [-1.006623, 0.854429, -2.396849], [-2.372528, -1.179019, -1.996627], [-3.439721, -0.942963, 1.830836], [-4.185039, -1.540555, 0.185324], [-4.549404, -0.060816, 0.765113], [-2.321020, 1.547838, 0.940927], [-1.235909, 0.241559, 1.669892]], "forces_ev_per_angstrom": [[-1.92, 1.62, 0.38], [0.36, 0.89, 0.97], [-1.99, 1.77, 0.65], [2.40, -0.46, -2.91], [-2.62, 0.81, -0.07], [2.49, -1.15, -1.21], [0.43, 2.18, -1.00], [0.90, 1.02, -1.66], [-3.50, 0.45, -1.69], [1.69, -4.15, -0.18], [0.82, 0.05, 0.55], [-0.60, -0.31, 0.13], [1.51, -2.16, -0.35], [0.44, 0.10, -1.67], [-0.50, -0.64, 0.03], [0.72, -0.37, -0.15], [0.18, -0.03, 0.01], [0.52, 0.72, 1.87], [-1.18, -0.41, -0.12], [1.09, -1.26, 0.42], [-0.97, 0.28, -0.44], [-0.16, -0.40, 1.38], [-0.12, -0.42, 1.40], [-0.28, -1.00, 1.34], [0.64, -0.72, 1.11], [1.63, -0.11, 0.33], [-1.68, 2.20, 1.35], [-0.31, 1.49, -0.49]]}